Entry from the OMol25 dataset: a 2-piece molecular cluster, CCl2OS overall at a distorted geometry (ωB97M-V/def2-TZVPD).

Each line ends with the natural charge from an NBO analysis.
Positions of all 5 atoms, in Å:
C  0.00311  0.28783  0.50947  -0.2791
O  0.66356  -2.24518  0.50522  -0.8266
S  0.36405  -1.06534  -0.36131  1.2633
Cl  -0.19646  1.55529  -1.96245  -0.4497
Cl  -0.83425  1.46740  1.30907  0.2922

Values from the calculation:
**Total charge**: 0
**Energy above the lowest of the compared OMol25 structures with the same formula, charge and spin**: 66.7 kcal/mol
**HOMO-LUMO gap (alpha / beta)**: 6.90 / 6.87 eV
**DFT total energy**: -1431.7324 Eh
**E_LUMO (alpha / beta)**: -0.1225 / -0.1232 Eh

---

Entry from the OMol25 dataset: one molecule with the formula C4H5FN2O at a distorted geometry (ωB97M-V/def2-TZVPD).

Each line ends with the natural charge from an NBO analysis.
Positions of all 13 atoms, in Å:
C  -1.29914  0.99737  -0.33210  -0.0714
C  -1.35013  -0.45081  -0.03511  0.4986
C  -0.06865  -0.98481  0.76200  0.0227
C  2.85516  0.23458  -0.37721  -0.0434
H  -0.80092  0.95459  -1.32068  0.2224
H  -2.33220  1.26214  -0.60255  0.2003
H  -0.28711  -1.67229  1.62108  0.2119
H  3.47884  0.86092  -1.13456  0.2115
H  3.17213  0.05483  0.81207  0.1676
N  1.19421  -0.89335  0.50808  -0.2628
N  1.69769  -0.15513  -0.56361  -0.3258
O  -2.20682  -1.21794  -0.54442  -0.4980
F  -0.73811  1.87163  0.58481  -0.3337

Values from the calculation:
**Total charge**: 0
**Energy above the lowest of the compared OMol25 structures with the same formula, charge and spin**: 82.4 kcal/mol
**HOMO-LUMO gap**: 9.18 eV
**DFT total energy**: -439.9067 Eh
**E_LUMO**: -0.0130 Eh

---

Entry from the OMol25 dataset: a 2-piece molecular cluster, C6H13N overall at a distorted geometry (ωB97M-V/def2-TZVPD).

Each line ends with the natural charge from an NBO analysis.
Positions of all 20 atoms, in Å:
C  -2.38092  0.15653  -0.13887  -0.6299
C  -1.80061  0.68996  -1.43427  -0.6053
N  -0.00362  -1.54115  0.86448  -0.6645
H  -0.57546  -2.05338  0.18177  0.3197
H  -1.54774  -0.28614  0.49460  0.2404
H  -2.93048  0.92464  0.39808  0.2008
H  -3.05676  -0.67307  -0.33154  0.1951
H  -1.24690  1.61097  -1.25990  0.1962
H  -2.58493  0.88676  -2.16293  0.2028
H  -1.09145  -0.03076  -1.85275  0.1918
C  1.77531  0.24595  -0.16862  -0.4597
C  1.77226  1.25895  0.98108  -0.5907
C  1.26170  -1.04535  0.29365  0.1739
C  1.42245  -2.19752  0.85740  -0.0998
H  1.14672  0.61802  -0.98212  0.2279
H  2.78921  0.11066  -0.55384  0.2258
H  2.45074  0.93816  1.76762  0.2111
H  2.08749  2.23694  0.62026  0.2105
H  0.77328  1.34484  1.40086  0.2198
H  1.73970  -3.19499  1.02505  0.2343

Values from the calculation:
**Total charge**: 0
**Energy above the lowest of the compared OMol25 structures with the same formula, charge and spin**: 83.0 kcal/mol
**HOMO-LUMO gap**: 9.16 eV
**DFT total energy**: -291.0264 Eh
**E_LUMO**: 0.0386 Eh

---

Entry from the OMol25 dataset: a 3-piece molecular cluster, C20H14FN3O6 overall at a distorted geometry (ωB97M-V/def2-TZVPD).

Each line ends with the natural charge from an NBO analysis.
Positions of all 44 atoms, in Å:
O  0.11699  1.19213  4.38045  -0.4968
C  -0.53009  0.44159  3.71812  0.7024
N  -1.90867  0.01922  3.94661  -0.7674
C  -2.18509  -1.31281  3.41265  0.7165
O  -2.92096  -2.12560  3.87831  -0.4899
C  -1.23440  -1.36566  2.16637  -0.1287
C  -1.23340  -2.21276  0.99045  -0.2508
C  -0.15031  -1.99910  0.02804  0.3987
F  -0.14059  -2.78972  -1.09984  -0.3278
C  0.90535  -0.99617  0.22426  -0.2690
C  0.90508  -0.08270  1.42332  -0.1624
C  -0.19090  -0.29984  2.37243  -0.1459
H  -2.36500  0.62565  3.22427  0.4180
H  -2.03798  -2.97193  0.86394  0.2509
H  1.71566  -0.89892  -0.53273  0.2374
H  1.68272  0.68987  1.61668  0.2569
C  -6.46949  2.56808  -1.23573  -0.1669
C  -5.28099  3.28052  -1.12582  -0.2090
C  -4.31032  2.87637  -0.22121  -0.1993
C  -4.53998  1.75444  0.56461  0.0834
C  -5.72707  1.04044  0.46743  -0.1989
C  -6.69419  1.45250  -0.43764  -0.2090
N  -3.50892  1.31029  1.50191  0.5225
O  -2.48598  1.96648  1.57932  -0.3625
O  -3.72748  0.29852  2.15737  -0.3852
H  -7.22396  2.88329  -1.94767  0.2231
H  -5.11074  4.15013  -1.74875  0.2271
H  -3.38794  3.43765  -0.14290  0.2511
H  -5.90988  0.16841  1.08263  0.2523
H  -7.62298  0.90211  -0.52461  0.2272
C  6.95914  -2.33835  -2.90982  -0.1742
C  6.17800  -1.55973  -3.75528  -0.2095
C  5.34450  -0.58351  -3.22813  -0.1844
C  5.30538  -0.39371  -1.85315  0.0154
C  6.07655  -1.17166  -1.00009  -0.1837
C  6.90565  -2.14791  -1.53431  -0.2088
N  4.44457  0.65356  -1.29387  0.5276
O  3.76726  1.30480  -2.06903  -0.3734
O  4.45726  0.81292  -0.08574  -0.3778
H  7.61354  -3.09662  -3.32500  0.2212
H  6.22154  -1.71238  -4.82688  0.2242
H  4.73996  0.01786  -3.89484  0.2495
H  6.04416  -1.02879  0.07248  0.2508
H  7.51398  -2.75893  -0.87861  0.2250

Values from the calculation:
**Total charge**: 0
**Energy above the lowest of the compared OMol25 structures with the same formula, charge and spin**: 40.9 kcal/mol
**HOMO-LUMO gap**: 7.97 eV
**DFT total energy**: -1485.8627 Eh
**E_LUMO**: -0.0435 Eh

---

Entry from the OMol25 dataset: one molecule with the formula C3H3NO3 (ωB97M-V/def2-TZVPD).

Each line ends with the natural charge from an NBO analysis.
Positions of all 10 atoms, in Å:
N  -0.72635  -1.49224  1.09693  -0.5795
C  -0.21086  -0.50695  0.50142  0.4226
O  -0.96366  0.46877  -0.09167  -0.5131
C  -0.53156  1.17532  -1.19201  0.6457
O  -1.22469  2.02135  -1.65995  -0.5111
C  1.29061  -0.37839  0.59371  0.3621
O  1.92113  0.55755  0.17141  -0.4838
H  -1.74584  -1.47487  1.02903  0.3629
H  0.44804  0.86779  -1.56671  0.1391
H  1.74318  -1.23835  1.11784  0.1551

Values from the calculation:
**Total charge**: 0
**Energy above the lowest of the compared OMol25 structures with the same formula, charge and spin**: 37.6 kcal/mol
**HOMO-LUMO gap**: 10.36 eV
**DFT total energy**: -396.5646 Eh
**E_LUMO**: -0.0257 Eh

---

Entry from the OMol25 dataset: a 2-piece molecular cluster, C4H11ClNO overall at a distorted geometry (ωB97M-V/def2-TZVPD).

Each line ends with the natural charge from an NBO analysis.
Positions of all 18 atoms, in Å:
C  -1.25430  0.98654  1.06554  -0.4182
C  -1.14382  -1.12607  0.03535  -0.4237
C  -0.84113  0.88675  -1.32791  -0.4254
C  2.74960  -0.23093  0.12968  0.4011
N  -0.74085  0.24310  -0.06061  -0.4720
O  2.77443  -1.45864  0.51189  -0.5278
Cl  4.01661  0.37587  -0.83779  0.2199
H  -0.68487  0.61865  1.94682  0.2002
H  -1.21562  2.03530  0.81726  0.2118
H  -2.31955  0.65053  1.06937  0.1876
H  -0.83546  -1.81987  -0.67093  0.2077
H  -0.94889  -1.53723  1.14004  0.2061
H  -2.34393  -1.11265  0.04959  0.1692
H  -0.35820  1.96210  -1.28628  0.2088
H  -1.94983  1.19189  -1.53853  0.1807
H  -0.43549  0.01018  -1.89524  0.2135
H  1.92304  0.38205  0.55881  0.2907
H  3.60826  -2.05757  0.29295  0.5698

Values from the calculation:
**Total charge**: +1
**Energy above the lowest of the compared OMol25 structures with the same formula, charge and spin**: 100.1 kcal/mol
**HOMO-LUMO gap**: 4.87 eV
**DFT total energy**: -748.7908 Eh
**E_LUMO**: -0.2447 Eh